(1)
Here is 12 unconnected molecules or ions with the total composition C24H72O16 in a non-equilibrium geometry from the Open Molecules 2025 dataset. Energies are from ωB97M-V with the def2-TZVPD basis set.

Values from the calculation:
LUMO, eV: 0.236
Energy relative to the best compared isomer or geometry (same formula, charge and spin), eV: 6.427
Structure (SMILES): COCCOC.COCCOC.COCCOC.COCCOC.CO.CO.CO.CO.CO.CO.CO.CO

Positions of all 112 atoms, in Å:
1 C -0.967 -2.393 2.936
2 O -1.594 -3.624 3.188
3 C -3.000 -3.496 3.019
4 C -3.678 -2.595 4.027
5 O -3.444 -3.041 5.347
6 C -3.902 -2.118 6.292
7 H -1.169 -1.664 3.730
8 H -1.279 -2.003 1.959
9 H 0.121 -2.472 2.929
10 H -3.420 -4.500 2.980
11 H -3.154 -3.032 2.033
12 H -4.765 -2.578 3.878
13 H -3.286 -1.578 3.903
14 H -3.425 -1.134 6.158
15 H -3.684 -2.455 7.302
16 H -4.983 -1.940 6.193
17 C 2.618 8.021 -0.723
18 O 3.359 6.828 -0.836
19 C 2.593 5.690 -0.575
20 C 3.502 4.486 -0.692
21 O 2.735 3.315 -0.514
22 C 3.575 2.178 -0.409
23 H 3.263 8.843 -1.028
24 H 2.279 8.206 0.301
25 H 1.754 7.995 -1.398
26 H 1.754 5.587 -1.283
27 H 2.111 5.682 0.414
28 H 4.257 4.542 0.104
29 H 4.025 4.491 -1.655
30 H 2.949 1.294 -0.269
31 H 4.270 2.276 0.429
32 H 4.076 2.013 -1.369
33 C -3.856 -1.795 -3.239
34 O -2.600 -2.411 -3.246
35 C -1.540 -1.480 -3.474
36 C -0.194 -2.156 -3.406
37 O 0.210 -2.747 -4.627
38 C -0.608 -3.818 -5.052
39 H -4.195 -1.518 -4.246
40 H -3.841 -0.899 -2.608
41 H -4.592 -2.491 -2.840
42 H -1.637 -0.728 -2.688
43 H -1.698 -1.010 -4.454
44 H -0.138 -2.902 -2.605
45 H 0.563 -1.417 -3.134
46 H -0.330 -4.050 -6.078
47 H -1.671 -3.578 -5.007
48 H -0.438 -4.704 -4.428
49 C -4.440 1.749 2.584
50 O -3.390 1.873 1.647
51 C -2.643 0.696 1.449
52 C -3.329 -0.360 0.596
53 O -4.482 -0.857 1.240
54 C -5.232 -1.731 0.426
55 H -4.190 1.066 3.404
56 H -5.363 1.373 2.138
57 H -4.617 2.736 3.012
58 H -2.233 0.298 2.385
59 H -1.763 0.976 0.866
60 H -2.587 -1.151 0.434
61 H -3.587 0.116 -0.357
62 H -6.118 -2.034 0.978
63 H -4.659 -2.639 0.189
64 H -5.500 -1.227 -0.507
65 C 1.280 1.473 -3.212
66 O 2.550 1.480 -3.843
67 H 1.124 2.380 -2.613
68 H 0.538 1.439 -4.008
69 H 1.184 0.622 -2.531
70 H 3.185 1.116 -3.210
71 C 1.685 2.864 2.597
72 O 0.518 2.211 3.061
73 H 1.503 3.894 2.309
74 H 2.432 2.896 3.404
75 H 2.187 2.333 1.786
76 H 0.775 1.412 3.527
77 C 3.828 -0.219 2.257
78 O 4.552 0.338 1.161
79 H 2.844 0.253 2.266
80 H 3.647 -1.289 2.130
81 H 4.331 0.023 3.192
82 H 5.494 0.211 1.300
83 C 5.281 0.093 -2.184
84 O 3.979 0.341 -1.677
85 H 5.474 -0.979 -2.280
86 H 5.378 0.529 -3.178
87 H 6.041 0.533 -1.535
88 H 4.015 0.442 -0.717
89 C 0.833 -0.348 0.468
90 O -0.244 -0.745 -0.360
91 H 1.782 -0.359 -0.082
92 H 0.650 0.678 0.813
93 H 0.977 -0.936 1.374
94 H -0.516 0.011 -0.900
95 C 3.282 -2.616 -0.937
96 O 2.787 -3.674 -0.138
97 H 3.933 -2.987 -1.737
98 H 2.509 -2.041 -1.456
99 H 3.850 -1.937 -0.298
100 H 1.832 -3.667 -0.282
101 C -0.329 2.736 -1.215
102 O -0.958 1.568 -1.752
103 H -1.103 3.437 -0.885
104 H 0.233 2.460 -0.328
105 H 0.301 3.236 -1.948
106 H -1.217 1.729 -2.663
107 C -1.033 -4.482 -0.176
108 O 0.043 -3.630 -0.554
109 H -1.991 -4.196 -0.625
110 H -0.799 -5.488 -0.512
111 H -1.183 -4.432 0.906
112 H -0.255 -2.716 -0.433

Atom charges from the Mulliken analysis, given in e for atoms 1 to 99: C -0.3634; O -0.5086; C -0.0802; C -0.1193; O -0.4052; C -0.7735; H 0.4318; H -0.1614; H 0.3073; H 0.4731; H -0.0869; H 0.6013; H -0.2399; H 0.2967; H 0.2679; H 0.3201; C -0.7078; O -0.3503; C -0.2469; C -0.5892; O 0.2127; C 0.0887; H 0.2579; H 0.2870; H 0.2935; H 0.2555; H 0.2367; H 0.2709; H 0.2707; H -1.5615; H 0.5356; H 1.1212; C -0.6835; O -0.3520; C 0.1249; C 0.1417; O -0.4740; C -0.6058; H 0.3131; H 0.1801; H 0.2663; H -0.4305; H 0.6059; H 0.4516; H -0.3626; H 0.3168; H 0.2147; H 0.2213; C -0.6190; O -0.4577; C 0.0558; C 0.5568; O -0.3218; C -0.7195; H 0.2057; H 0.2019; H 0.3358; H 0.2905; H -0.4375; H -0.3890; H 0.3859; H 0.2939; H 0.2030; H 0.3198; C -0.0843; O -0.7084; H -0.0886; H 0.4150; H -0.1449; H 0.4072; C -0.4648; O -0.4717; H 0.1482; H 0.4540; H 0.0382; H 0.2938; C -0.2950; O -0.2519; H -0.2395; H 0.2740; H 0.3582; H 0.2347; C -0.8576; O -0.1518; H 0.2003; H 0.3131; H 0.3135; H 0.0301; C 0.1629; O 2.7071; H -0.4183; H -0.1929; H -0.2114; H -1.3392; C -0.0116; O -0.6190; H 0.2653; H -0.0837; H 0.0058

***

(2)
Here is 12 unconnected molecules or ions with the total composition C24H72O23 in a non-equilibrium geometry from the Open Molecules 2025 dataset. Energies are from ωB97M-V with the def2-TZVPD basis set.

Values from the calculation:
LUMO, eV: 0.155
Energy relative to the best compared isomer or geometry (same formula, charge and spin), eV: 0.668
Structure (SMILES): OCCO.OCCO.OCCO.OCCO.OCCO.OCCO.OCCO.OCCO.OCCO.OCCO.OCCO.CCO

Positions of all 119 atoms, in Å:
1 O 6.467 -19.422 7.682
2 C 7.132 -20.413 8.430
3 C 6.286 -21.703 8.428
4 O 5.085 -21.348 9.100
5 H 7.031 -18.727 7.343
6 H 8.118 -20.526 7.972
7 H 7.276 -20.117 9.474
8 H 6.802 -22.538 8.901
9 H 6.076 -21.991 7.395
10 H 5.040 -20.404 9.260
11 O 9.939 -19.480 17.286
12 C 10.365 -20.718 17.862
13 C 9.578 -21.853 17.231
14 O 9.753 -21.927 15.823
15 H 10.703 -18.906 17.405
16 H 11.433 -20.874 17.688
17 H 10.244 -20.644 18.946
18 H 8.512 -21.800 17.464
19 H 9.929 -22.793 17.658
20 H 9.421 -21.115 15.408
21 O 6.239 -20.045 16.860
22 C 6.489 -20.497 15.549
23 C 7.248 -19.446 14.727
24 O 8.662 -19.478 14.850
25 H 5.569 -20.597 17.271
26 H 7.181 -21.346 15.578
27 H 5.586 -20.737 14.985
28 H 6.881 -18.459 15.030
29 H 7.013 -19.514 13.664
30 H 8.865 -19.253 15.775
31 O 11.366 -23.280 13.997
32 C 10.967 -24.647 13.835
33 C 9.557 -24.788 13.239
34 O 8.547 -24.468 14.216
35 H 10.723 -22.859 14.594
36 H 11.652 -25.073 13.102
37 H 11.000 -25.177 14.789
38 H 9.406 -25.821 12.916
39 H 9.343 -24.138 12.393
40 H 8.315 -25.232 14.752
41 O 5.565 -20.637 11.727
42 C 5.009 -21.787 12.349
43 C 6.136 -22.633 12.867
44 O 5.664 -23.749 13.626
45 H 4.843 -20.199 11.265
46 H 4.209 -21.600 13.068
47 H 4.563 -22.396 11.555
48 H 6.818 -22.094 13.534
49 H 6.791 -22.977 12.061
50 H 6.451 -24.168 13.989
51 O 11.534 -15.629 8.910
52 C 12.702 -16.070 9.577
53 C 12.466 -15.962 11.076
54 O 11.488 -16.829 11.636
55 H 11.219 -16.301 8.304
56 H 12.889 -17.112 9.305
57 H 13.605 -15.500 9.346
58 H 12.235 -14.930 11.355
59 H 13.340 -16.311 11.632
60 H 10.635 -16.695 11.182
61 O 12.736 -18.396 13.825
62 C 12.459 -19.773 13.992
63 C 13.728 -20.560 14.240
64 O 14.526 -20.552 13.046
65 H 12.027 -18.012 13.294
66 H 11.878 -19.905 14.918
67 H 11.823 -20.188 13.209
68 H 13.414 -21.591 14.415
69 H 14.256 -20.219 15.132
70 H 14.919 -19.673 13.085
71 O 9.965 -22.429 8.087
72 C 9.620 -23.789 7.918
73 C 10.736 -24.549 7.183
74 O 11.859 -24.761 7.987
75 H 10.788 -22.465 8.602
76 H 9.391 -24.226 8.895
77 H 8.754 -23.941 7.269
78 H 11.030 -23.975 6.299
79 H 10.296 -25.508 6.901
80 H 12.250 -23.914 8.235
81 O 12.437 -22.149 9.288
82 C 12.816 -20.799 9.148
83 C 13.290 -20.449 7.764
84 O 14.574 -21.040 7.458
85 H 12.650 -22.418 10.192
86 H 12.048 -20.089 9.482
87 H 13.564 -20.538 9.906
88 H 13.404 -19.374 7.623
89 H 12.585 -20.881 7.051
90 H 15.216 -20.394 7.765
91 O 15.876 -22.761 11.688
92 C 15.304 -23.942 12.220
93 C 14.019 -24.301 11.469
94 O 13.038 -23.298 11.784
95 H 15.151 -22.125 11.771
96 H 16.025 -24.760 12.278
97 H 15.099 -23.767 13.284
98 H 13.669 -25.271 11.836
99 H 14.184 -24.416 10.399
100 H 12.713 -23.460 12.680
101 O 8.836 -17.031 10.888
102 C 7.961 -16.210 11.648
103 C 6.591 -16.156 11.003
104 O 5.676 -15.317 11.681
105 H 8.673 -17.969 11.107
106 H 7.758 -16.616 12.648
107 H 8.379 -15.225 11.857
108 H 6.191 -17.170 10.908
109 H 6.681 -15.780 9.981
110 H 5.963 -15.129 12.579
111 C 9.646 -21.315 11.150
112 C 9.098 -20.170 11.981
113 O 8.020 -19.570 11.254
114 H 8.936 -22.147 11.154
115 H 10.518 -21.809 11.592
116 H 9.922 -21.011 10.142
117 H 9.883 -19.428 12.124
118 H 8.735 -20.596 12.917
119 H 7.185 -20.051 11.364

Atom charges from the Mulliken analysis, given in e for atoms 1 to 99: O -0.6393; C 0.7659; C -0.1102; O -0.5544; H 0.3415; H 0.3866; H -0.3476; H 0.0707; H 0.3561; H 0.3059; O -0.5565; C -0.6064; C -0.5208; O -0.0964; H 0.2662; H 0.2919; H 0.4017; H 0.2873; H 0.4520; H -0.1254; O -0.5829; C -0.2725; C 0.1653; O -0.6575; H 0.3591; H -0.1830; H 0.4284; H 0.6881; H -0.2028; H 0.3056; O -0.3605; C -0.1072; C -0.1819; O -0.4672; H 0.1999; H 0.1657; H 0.3484; H 0.5423; H -0.2677; H 0.2759; O -0.4622; C -0.7791; C 1.0147; O -0.6606; H 0.2017; H 0.3976; H 0.3915; H -0.7596; H 0.1807; H 0.3741; O -0.5293; C 0.0720; C -0.5005; O -0.2699; H 0.3241; H -0.2101; H 0.3458; H 0.3172; H 0.3418; H 0.3526; O -0.6580; C 1.5592; C -0.6478; O -0.4381; H 0.3078; H -0.3286; H -0.5767; H 0.0342; H 0.4367; H 0.3052; O -0.2517; C -0.1427; C -0.6746; O -0.5549; H 0.1998; H 0.1551; H 0.3804; H 0.2681; H 0.3975; H 0.3871; O -0.2229; C 0.5455; C -0.7952; O -0.5533; H 0.0390; H -0.1424; H 0.2745; H 0.3251; H 0.2556; H 0.3239; O -0.5857; C -0.4964; C -0.3351; O -0.2136; H 0.3131; H 0.4621; H 0.1845; H 0.3254; H 0.2567

***

Here are the calculated HOMO level numbers, same order: -9.26 -9.44 (eV).